Entry 1:
DFT (ωB97M-V/def2-TZVPD) results for a molecular structure, C8H8Cl2O.

The geometry in XYZ format:
```
19
C8H8Cl2O | the OMol25 dataset | ωB97M-V/def2-TZVPD
C -1.299 0.613 -0.233
H 2.021 -1.950 -0.014
Cl -0.470 -0.970 -2.272
H 2.796 -0.625 -0.661
H -2.609 -0.949 0.657
C 0.786 -0.316 0.350
C -0.552 1.623 0.608
H 2.682 -0.784 1.086
C 0.561 1.037 1.024
H 1.259 1.532 1.721
H 0.013 -2.206 1.135
C -0.129 0.224 -1.158
C -0.329 -1.256 0.821
C 2.132 -0.958 0.179
O -2.423 1.101 -0.902
H -1.025 2.568 1.019
Cl 0.600 1.544 -2.100
H -2.526 0.510 -1.760
C -1.487 -0.739 0.500
```

- lowest unoccupied orbital energy (hartree) = 0.0228
- multiplicity = 1
- gap between HOMO and LUMO (eV) = 9.92
- total charge = 0

Entry 2:
DFT (ωB97M-V/def2-TZVPD) results for a molecular structure, C53H43CoN2OP3.

The geometry in XYZ format:
```
103
C53H43CoN2OP3 | the OMol25 dataset | ωB97M-V/def2-TZVPD
C -0.245 4.347 1.328
H -1.774 0.854 4.349
C 0.947 4.966 0.977
N 0.364 2.376 0.114
H -0.317 -0.185 -3.070
C -1.629 -3.935 1.451
H -4.355 1.088 -2.380
H -3.354 -2.100 -1.888
C 1.489 -1.267 5.276
C -3.566 -0.620 -0.336
C -2.678 -4.118 2.344
H 4.277 1.749 2.738
C 5.844 1.377 -0.243
C 4.450 1.440 1.714
C -3.029 2.534 3.865
H -0.557 -1.136 4.684
C -2.879 3.397 1.626
C -4.374 -0.166 0.706
C 3.112 -0.521 3.652
C -5.593 -0.781 0.970
C 0.467 -0.912 4.412
H -4.192 4.190 3.067
H 6.776 1.617 -0.741
C -2.287 0.474 -2.563
H 3.614 -1.402 5.531
H -3.410 1.923 -0.091
H 4.144 -0.426 3.344
H 2.769 4.721 -0.147
H -3.953 -3.190 3.803
C 1.831 4.283 0.169
C 2.571 0.092 -2.960
H 2.179 2.450 -0.868
C 3.203 0.892 -5.563
H -0.628 0.134 -5.506
H 3.736 -2.101 0.587
C 3.806 -0.235 -5.013
C 1.810 -2.963 -2.073
H -4.070 0.661 1.348
P -0.515 -0.087 1.893
H 1.200 -2.521 -2.855
C 2.460 -2.146 -1.147
P 2.193 -0.347 -1.223
C -0.504 3.065 0.872
C 0.744 -0.317 3.184
C -3.527 0.901 -3.057
C -3.444 3.436 2.848
H -4.666 1.404 -4.799
H -0.965 4.856 1.955
H 4.522 -0.804 -5.593
H 1.804 2.490 -5.248
H -2.070 2.497 -0.836
H 1.260 -1.719 6.233
H 6.409 2.294 1.615
C 1.953 -4.342 -2.009
Co 0.222 0.280 -0.161
C -3.977 -1.729 -1.080
C -1.040 -2.685 1.324
C 3.634 0.389 -0.323
C -1.252 0.193 -3.453
C 2.080 -0.110 2.823
O 2.257 0.427 1.571
P -1.972 0.136 -0.816
C 2.282 1.615 -4.821
C -1.437 0.360 -4.821
C 1.501 3.000 -0.236
H -0.219 -2.541 0.628
C 5.641 1.752 1.076
H 1.460 -4.971 -2.742
H 1.162 5.971 1.317
H 4.994 0.480 -1.982
C -1.838 2.385 1.239
H -3.443 2.614 4.865
H -3.148 4.137 0.873
C 2.734 -4.916 -1.010
H 3.976 -4.554 0.701
H 3.451 1.200 -6.574
C -3.706 1.073 -4.418
H -3.141 -5.093 2.447
H -6.217 -0.412 1.777
C -2.543 -1.799 2.984
C 4.839 0.719 -0.940
H -6.954 -2.344 0.418
H 3.954 -1.523 -3.310
C -5.188 -2.346 -0.807
C -1.492 -1.608 2.091
C 3.482 0.737 1.020
C -2.662 0.802 -5.299
C 3.493 -0.632 -3.721
C 1.967 1.213 -3.527
H -2.814 0.926 -6.366
H -5.502 -3.197 -1.401
C -1.589 1.333 2.302
N -2.398 1.829 -0.140
H 1.240 1.780 -2.958
C 3.366 -4.109 -0.077
C -6.002 -1.867 0.212
C 3.229 -2.725 -0.142
C -3.133 -3.051 3.108
H 2.850 -5.993 -0.964
H -2.932 -0.978 3.574
C -2.100 1.521 3.558
H -1.269 -4.765 0.852
C 2.806 -1.085 4.882
```

- lowest unoccupied orbital energy (spin up / spin down) (hartree) = -0.1869 / -0.2477
- multiplicity = 2
- gap between HOMO and LUMO (spin up / spin down) (eV) = 7.23 / 5.56
- total charge = +2

Entry 3:
DFT (ωB97M-V/def2-TZVPD) results for a gas-phase ion, C3H3N2O (charge +1).

The geometry in XYZ format:
```
9
C3H3N2O | the OMol25 dataset | ωB97M-V/def2-TZVPD
H 1.454 1.636 -0.313
O -1.680 1.616 2.583
N -0.801 1.614 1.823
H 0.569 -0.920 -0.522
C 0.645 1.105 0.213
N 0.174 1.810 1.180
H -2.117 -0.602 0.558
C 0.040 -0.167 -0.037
C -1.097 -0.555 0.429
```

- lowest unoccupied orbital energy (spin up / spin down) (hartree) = -0.2759 / -0.2600
- multiplicity = 1
- gap between HOMO and LUMO (spin up / spin down) (eV) = 6.81 / 7.51
- total charge = +1